DFT (wB97M-V/def2-TZVPD) results for a molecular structure, C19H27FeN2O4 in a non-equilibrium geometry.

Output
Charge: +1
F_max in eV/A: 9.2
Orbital gap (alpha / beta) in eV: 6.6 / 5.3
2S+1: 5

Geometry as XYZ:
```
53
Properties=species:S:1:pos:R:3:forces:R:3:mulliken_charge:R:1
C 2.616813 1.750024 3.928796 -0.20 0.39 -0.13 -0.74
O 2.338083 0.356439 3.822098 -0.73 -1.95 -0.57 -0.36
C 1.320452 -0.172299 3.032749 -1.25 0.92 0.85 0.05
C -0.064389 -0.259922 3.408772 1.61 2.16 -0.14 -0.79
C -1.032167 0.065316 2.270840 -0.72 -0.20 -0.24 -0.41
C -0.681820 -0.504636 0.900805 -0.86 -1.32 1.47 -0.54
C 0.640428 -0.862558 0.733665 1.91 -0.45 0.23 0.57
C 1.608990 -0.839724 1.789557 0.67 1.22 -2.09 -1.05
Fe 1.058308 -2.135433 3.710832 -1.16 4.03 -2.63 0.23
C -0.404582 -2.683466 4.452634 -6.56 -3.79 1.89 0.30
O -1.389847 -3.276965 4.666064 3.19 2.38 -0.48 -0.27
C 2.094771 -2.328354 5.057560 4.31 -3.23 7.46 0.14
O 2.521370 -2.969765 5.938986 -1.09 2.57 -3.00 -0.27
C 1.518191 -3.597730 2.884834 0.13 -7.53 -5.22 0.32
O 1.421432 -4.591068 2.263627 0.76 3.96 2.66 -0.24
H 3.351364 1.814478 4.737552 -0.25 0.09 -0.20 0.27
H 3.074550 2.115306 2.998927 -0.23 -0.03 0.21 0.28
H 1.714487 2.324281 4.186191 0.27 -0.14 -0.11 0.31
H -0.382735 0.161535 4.373584 0.34 -0.05 -0.40 0.64
H -2.056658 -0.181857 2.584549 0.26 -0.01 -0.28 0.49
H -0.999498 1.169090 2.177781 -0.19 -0.14 0.14 0.44
H -1.474756 -0.981359 0.317643 0.66 0.16 0.31 0.45
H 1.032647 -1.166979 -0.254720 -0.43 -0.14 0.86 0.25
H 2.648238 -1.070459 1.538003 -0.31 0.27 0.06 0.61
C 2.388840 -0.364153 -2.956039 -0.16 -0.01 0.18 -0.39
C 2.608760 1.057641 -3.515859 -0.12 0.23 0.02 -0.63
C 1.206587 1.672749 -3.669034 0.23 0.08 -0.57 -0.76
N 0.315053 0.801502 -2.935850 0.16 0.04 0.72 0.37
C -1.059519 0.921328 -3.315841 -0.55 0.04 -0.22 -1.46
C -1.960173 0.221167 -2.313849 0.44 -0.53 0.30 0.15
C -3.456880 0.394817 -2.540035 -0.01 0.34 -0.17 -0.73
C -4.044744 0.615703 -1.145239 -0.16 -0.31 0.25 -0.78
C -2.903747 1.211704 -0.313468 -0.08 0.42 -0.31 -0.31
N -1.688353 0.707012 -0.952393 -0.11 0.82 -0.01 0.04
C 0.864821 -0.544636 -2.847470 -0.02 -0.10 -0.52 -0.65
H 2.816450 -1.129367 -3.608075 0.02 0.09 0.19 0.43
H 2.845822 -0.455987 -1.965138 0.04 -0.05 -0.18 0.08
H 3.198218 1.666531 -2.824961 0.07 -0.17 -0.17 0.28
H 3.115059 1.030103 -4.484776 0.02 0.08 0.25 0.28
H 1.136338 2.696667 -3.274710 0.08 -0.22 -0.12 0.37
H 0.927663 1.719662 -4.740457 0.04 -0.03 0.21 0.32
H -1.334568 1.993168 -3.328873 0.13 -0.36 -0.11 0.47
H -1.259237 0.494406 -4.325866 0.05 0.20 0.23 0.37
H -1.717529 -0.850433 -2.329325 -0.02 0.00 -0.07 0.18
H -3.626090 1.277597 -3.166439 -0.02 -0.08 0.04 0.36
H -3.887587 -0.469182 -3.052002 0.01 0.18 0.08 0.35
H -4.920019 1.268172 -1.170135 0.08 -0.15 0.10 0.39
H -4.343196 -0.344490 -0.707091 -0.05 0.16 -0.09 0.30
H -2.946376 2.315387 -0.330905 0.08 -0.33 0.04 0.37
H -2.934966 0.884192 0.728235 -0.17 0.15 -0.03 0.10
H -0.870954 1.300819 -0.873877 -0.12 0.06 -0.36 0.31
H 0.493798 -1.206149 -3.654177 0.04 0.21 0.02 0.32
H 0.562858 -1.019826 -1.907680 -0.02 0.06 -0.35 0.18
```
Positions in Å, forces in eV/Å.

=====

DFT (wB97M-V/def2-TZVPD) results for C6H9NO2 in the gas phase in a non-equilibrium geometry.

Output
Energy above the lowest of the compared OMol25 structures with the same formula, charge and spin in kcal per mole: 30.0
Charge: 0
F_max in eV/A: 2.3
Orbital gap in eV: 11.0
2S+1: 1

Geometry as XYZ:
```
18
Properties=species:S:1:pos:R:3:forces:R:3:mulliken_charge:R:1
C -1.054529 -0.621500 0.744161 -0.99 0.50 0.45 0.10
C -0.283773 -2.775378 2.017636 0.01 -0.12 -0.56 0.08
C -0.560837 0.070986 -1.768675 -0.16 0.59 -0.80 -0.87
C 0.584022 0.522141 -0.968039 -0.36 0.76 1.65 0.17
C -0.267355 -0.672906 -0.530787 1.08 -1.37 1.15 0.00
C 0.640220 1.756182 -0.079969 -1.48 0.35 -0.89 -1.35
N -1.019773 -1.635413 1.814712 -0.52 1.28 0.87 -0.12
O -1.787233 0.326223 0.944625 0.36 -0.62 0.17 -0.56
O 0.321465 -3.387215 1.180749 0.31 -0.03 -0.12 -0.50
H 0.301668 -1.551304 -0.726757 -0.18 -0.95 0.23 0.48
H -0.346660 -3.095786 3.073266 0.01 -0.07 -0.06 0.31
H -1.343480 0.774458 -1.877923 -1.08 0.24 0.24 0.31
H -0.307865 -0.467153 -2.672064 -0.15 0.03 -0.06 0.25
H 1.496012 0.322600 -1.416354 1.76 -0.90 -0.40 0.46
H 1.561297 2.283944 -0.123643 1.02 0.25 -0.59 0.41
H 0.537427 1.559598 0.981526 -0.59 -0.15 0.04 0.29
H -0.131914 2.445771 -0.472484 0.22 -0.06 0.85 0.27
H -1.525732 -1.386769 2.720327 0.73 0.26 -2.18 0.28
```
Positions in Å, forces in eV/Å.

=====

DFT (wB97M-V/def2-TZVPD) results for a gas-phase ion, C4H10NS (charge +1) in a non-equilibrium geometry.

Output
Energy above the lowest of the compared OMol25 structures with the same formula, charge and spin in kcal per mole: 45.9
Charge: +1
F_max in eV/A: 4.1
Orbital gap in eV: 8.6
2S+1: 1

Geometry as XYZ:
```
16
Properties=species:S:1:pos:R:3:forces:R:3:mulliken_charge:R:1
C 0.782951 -1.320860 -0.112639 -0.21 -1.29 2.72 -0.62
C 1.972517 -0.358435 -0.031478 -1.15 -0.57 -2.68 -0.59
C -0.467849 -0.513604 0.264645 2.29 -0.13 -1.24 0.21
C -2.735966 0.789071 0.193512 -1.56 -1.67 2.43 -0.81
N 1.384072 0.912487 -0.467095 -0.39 -3.15 -1.58 -0.45
S -1.756327 -0.400583 -0.699676 0.02 -0.25 0.55 0.17
H 0.699100 -1.726053 -1.098081 -0.22 -0.31 -0.59 0.33
H 0.910507 -2.197767 0.636572 -0.39 1.20 -1.21 0.32
H 2.457140 -0.271431 0.853286 0.67 0.25 3.37 0.40
H 2.821144 -0.758942 -0.619134 -0.68 0.42 -0.49 0.37
H -0.370823 0.177986 1.088410 -0.27 -0.29 0.43 0.30
H -3.744788 0.306012 0.269437 0.60 0.75 -0.42 0.36
H -2.756976 1.685241 -0.352675 -0.16 1.24 -0.57 0.31
H -2.468819 0.916970 1.296417 0.21 -0.08 -1.71 0.33
H 1.528144 1.624627 0.126116 0.91 3.10 2.55 0.17
H 1.745970 1.135288 -1.347614 0.32 0.77 -1.55 0.20
```
Positions in Å, forces in eV/Å.

=====

DFT (wB97M-V/def2-TZVPD) results for a molecular structure, C49H90MnO4P2Sb in a non-equilibrium geometry.

Output
Charge: +1
F_max in eV/A: 1.2
Orbital gap (alpha / beta) in eV: 5.3 / 5.0
2S+1: 6

Geometry as XYZ:
```
147
Properties=species:S:1:pos:R:3:forces:R:3:mulliken_charge:R:1
Mn -0.272619 -0.575982 0.262041 -0.47 1.08 -0.05 2.03
C 0.216888 -1.119914 -4.899145 -0.03 -0.11 -0.01 -1.24
C 1.250746 -1.930383 -4.122677 -0.03 0.00 -0.04 -0.35
C 2.604993 -1.911919 -4.844026 -0.02 -0.01 0.03 -1.59
C 1.455547 -1.452737 -2.705339 0.09 0.04 -0.01 0.51
C 1.627079 -2.359848 -1.675534 0.00 -0.03 0.05 -0.56
C 1.997553 -1.990436 -0.381176 -0.07 -0.12 0.05 1.17
C 2.272465 -3.196732 0.521834 -0.07 0.01 0.00 0.32
C 3.304794 -3.048683 1.631917 0.05 -0.04 0.04 -1.87
C 0.941159 -3.780915 1.010631 -0.05 0.08 -0.28 -0.98
C 2.142150 -0.607274 -0.061241 0.08 -0.22 -0.05 -1.32
C 2.009573 0.334112 -1.131068 0.05 -0.07 0.00 1.57
C 1.640353 -0.113823 -2.398408 -0.04 -0.11 -0.03 -0.63
C 2.376536 1.804086 -1.060031 0.11 0.05 0.13 0.79
C 1.482311 2.664211 -1.956681 -0.07 0.08 -0.01 -0.87
C 3.822891 2.022169 -1.542063 -0.09 -0.01 0.06 -1.35
C 2.762232 -0.195301 1.258557 0.00 0.14 -0.02 -0.78
C 4.151506 -0.082111 1.224077 -0.02 0.18 -0.05 -0.17
C 4.889918 0.293104 2.331205 -0.01 0.00 -0.04 -1.42
C 4.240459 0.557773 3.524453 -0.01 -0.02 0.02 -1.23
C 2.866885 0.410284 3.593729 0.02 -0.05 -0.03 -0.59
C 2.104423 0.024514 2.486590 -0.09 0.04 -0.04 0.48
P 0.296831 -0.216478 2.692259 0.17 0.18 0.45 0.96
C -0.030414 -1.335831 4.188918 -0.08 -0.10 -0.10 2.85
C -1.520209 -1.726138 4.153506 0.02 0.02 -0.07 -2.05
C 0.796516 -2.612553 4.020273 -0.03 -0.05 -0.07 -2.06
C 0.284363 -0.788568 5.584279 0.00 -0.02 -0.08 -1.73
C -0.396691 1.517647 2.935794 -0.13 -0.24 -0.19 2.31
C 0.086331 2.331079 4.138034 0.15 -0.01 -0.06 -1.71
C -1.935365 1.474808 2.909384 -0.10 0.05 0.11 -0.61
C 0.045077 2.294286 1.710742 0.11 0.08 0.08 -2.63
H 0.129560 -1.507985 -5.913215 0.01 -0.01 -0.03 0.55
H 0.502438 -0.070125 -4.974582 -0.01 0.03 -0.01 0.27
H -0.767212 -1.173498 -4.432541 0.21 -0.08 -0.15 0.16
H 0.908723 -2.968844 -4.071838 0.00 0.01 0.02 0.51
H 2.948037 -0.884721 -4.980086 0.02 0.02 0.00 0.31
H 2.517446 -2.372943 -5.826935 -0.01 0.01 -0.03 0.47
H 3.365689 -2.450884 -4.278392 0.00 -0.01 -0.01 0.37
H 1.538902 -3.417367 -1.897530 -0.02 -0.05 0.01 0.56
H 2.696292 -3.934890 -0.164030 -0.01 -0.03 0.03 0.79
H 3.015463 -2.340153 2.400075 0.07 -0.10 0.00 0.11
H 4.265524 -2.730301 1.230022 0.01 -0.03 0.01 0.40
H 3.447051 -4.021441 2.103591 0.00 -0.04 0.00 0.48
H 0.310989 -2.999011 1.452328 0.06 -0.14 -0.27 -0.40
H 1.095949 -4.546993 1.770315 0.01 -0.05 -0.07 0.69
H 0.382366 -4.225145 0.187023 -0.02 0.00 -0.07 0.44
H 1.551533 0.621660 -3.185152 0.02 -0.01 -0.01 0.49
H 2.317599 2.156500 -0.027404 -0.08 -0.05 -0.02 -0.24
H 1.864396 2.678499 -2.979704 -0.02 0.00 -0.03 0.70
H 1.481234 3.687991 -1.599767 0.00 0.16 0.02 -0.50
H 0.446123 2.324379 -2.011331 0.07 0.12 0.05 -0.57
H 3.952754 1.603116 -2.541293 0.01 0.00 -0.03 0.34
H 4.569785 1.587664 -0.888065 0.09 -0.11 0.14 0.34
H 4.012948 3.093995 -1.597963 0.00 0.02 0.00 0.41
H 4.662351 -0.324708 0.303241 0.04 0.06 -0.09 0.98
H 5.965947 0.375059 2.261180 0.02 0.00 -0.01 0.46
H 4.795993 0.866350 4.398936 0.01 -0.01 0.02 0.50
H 2.378178 0.595915 4.535621 -0.05 0.00 0.08 0.48
H -1.883218 -1.910238 3.138680 -0.01 -0.02 -0.02 0.37
H -2.148738 -0.969084 4.617838 -0.04 0.05 -0.02 0.41
H -1.651014 -2.649030 4.720646 0.00 -0.01 0.04 0.58
H 0.532691 -3.163923 3.118715 0.09 0.20 0.59 0.32
H 0.596545 -3.262353 4.873897 -0.02 0.00 0.06 0.62
H 1.864731 -2.402655 4.013357 0.01 -0.01 0.02 0.45
H -0.194060 0.155889 5.803726 -0.09 0.17 -0.01 0.28
H 1.352071 -0.702209 5.766583 0.08 0.04 -0.02 0.37
H -0.097308 -1.517493 6.303173 0.01 0.00 0.02 0.51
H -0.375344 2.012075 5.064746 -0.02 -0.08 0.10 0.60
H -0.217334 3.367533 3.972022 0.01 0.01 0.01 0.53
H 1.169076 2.328017 4.251877 0.00 0.01 0.00 0.22
H -2.366923 0.515665 3.176419 -0.04 -0.11 0.05 -0.27
H -2.283718 1.727479 1.912160 -0.09 0.00 -0.07 -0.98
H -2.334640 2.221127 3.597723 -0.02 -0.01 -0.01 0.58
H 1.127696 2.454688 1.702301 -0.04 -0.01 -0.03 0.15
H -0.440935 3.273780 1.694194 0.16 0.02 0.13 0.22
H -0.285267 2.374761 -0.179199 -0.29 0.25 0.06 -2.14
C -5.258885 -1.157676 1.532977 0.04 -0.01 -0.04 -1.85
C -5.165618 -0.047182 0.490282 0.25 0.20 0.19 1.86
C -6.296427 -0.167029 -0.521291 0.02 -0.01 -0.03 -1.71
C -5.275983 1.305838 1.193424 -0.08 -0.03 -0.11 -1.70
Sb -3.166975 -0.202737 -0.458505 0.15 -0.74 -0.47 -0.41
C -3.138303 1.111442 -2.224324 0.05 -0.05 0.16 1.94
C -1.774231 0.941176 -2.897261 -0.10 -0.05 0.04 -1.67
C -3.250514 2.528413 -1.670306 -0.11 -0.01 0.01 -1.95
C -4.241681 0.839280 -3.237947 0.04 -0.04 -0.03 -1.54
C -3.080311 -2.312494 -1.169377 -0.14 0.15 0.02 2.07
C -4.359567 -2.872749 -1.779701 -0.01 0.03 -0.01 -1.84
C -1.959288 -2.400151 -2.196042 0.10 0.13 0.07 -2.56
C -2.682816 -3.150233 0.044113 0.08 0.05 0.04 -1.96
H -6.186643 -1.031704 2.098207 -0.02 0.01 0.01 0.55
H -4.431546 -1.124724 2.246127 0.02 -0.01 0.02 0.18
H -5.290687 -2.146507 1.079355 0.00 -0.06 -0.01 0.33
H -7.240578 -0.225386 0.029134 -0.02 0.01 0.01 0.52
H -6.226149 -1.051135 -1.147799 -0.01 -0.06 -0.05 0.27
H -6.353621 0.707444 -1.164508 0.00 0.05 -0.02 0.32
H -6.221716 1.337802 1.742626 -0.04 -0.01 -0.02 0.56
H -5.279893 2.137067 0.490814 0.02 0.03 0.00 0.37
H -4.481388 1.469980 1.911113 0.17 0.02 0.17 0.23
H -0.953552 0.780142 -2.185466 -0.09 0.02 -0.04 -0.22
H -1.533525 1.852831 -3.451153 0.00 0.03 -0.02 0.78
H -1.771025 0.112567 -3.603216 -0.07 0.14 0.15 0.30
H -2.478583 2.757190 -0.936769 0.09 0.07 0.06 -0.06
H -4.225422 2.709773 -1.217400 -0.03 0.03 0.00 0.22
H -3.115525 3.255849 -2.474099 0.03 0.03 -0.01 0.71
H -4.250647 -0.198586 -3.575459 0.00 -0.02 -0.03 0.26
H -4.071387 1.469632 -4.115913 0.00 0.02 -0.02 0.45
H -5.227347 1.086484 -2.853467 -0.04 -0.01 0.02 0.28
H -4.683773 -2.296055 -2.646251 -0.03 0.01 -0.01 0.30
H -5.177068 -2.901169 -1.061949 -0.03 -0.02 0.03 0.40
H -4.190592 -3.901300 -2.114384 0.02 -0.02 -0.01 0.48
H -2.216085 -1.900729 -3.128363 -0.06 -0.02 0.00 0.09
H -1.738616 -3.448164 -2.424267 -0.01 -0.04 -0.01 0.80
H -1.010150 -1.958309 -1.841278 -0.18 -0.04 -0.04 0.59
H -3.447592 -3.171818 0.818025 -0.04 0.00 0.03 0.30
H -1.762209 -2.777970 0.517688 -0.03 -0.05 -0.03 0.10
H -2.484407 -4.182426 -0.261658 -0.01 -0.03 -0.02 0.57
C 2.919901 6.602011 -1.146077 -0.02 0.05 0.02 -1.80
C 1.570314 6.853091 -0.484215 0.00 -0.06 0.02 1.69
C 0.658231 7.617841 -1.433943 0.01 0.02 -0.02 -1.46
C 1.748717 7.606849 0.827534 -0.01 0.03 -0.03 -1.48
O 1.063599 5.536672 -0.171726 -0.01 -0.22 -0.02 -0.15
P -0.489108 4.963480 -0.174000 0.02 -0.29 -0.40 -0.18
O -1.136773 5.114582 -1.528365 -0.02 0.01 0.02 -0.80
O -0.373676 1.648237 0.487232 0.56 -0.28 0.12 4.78
O -1.073953 6.164138 0.841054 0.01 0.00 0.05 -0.14
C -2.462856 6.342184 1.120295 0.04 0.01 0.05 1.75
C -3.179792 6.942818 -0.084689 -0.03 -0.03 0.02 -1.72
C -2.506251 7.306826 2.299267 -0.04 -0.01 -0.05 -1.98
C -3.104366 5.012074 1.515621 -0.02 0.04 0.01 -0.89
H 3.418920 7.545515 -1.369986 0.03 0.02 -0.01 0.48
H 2.784351 6.052904 -2.078720 -0.01 -0.02 -0.03 0.35
H 3.560345 6.019466 -0.481902 0.01 -0.02 0.02 0.31
H 1.143563 8.553340 -1.717720 0.02 0.03 0.00 0.55
H -0.291452 7.848456 -0.957043 -0.03 -0.01 0.00 0.13
H 0.452017 7.032129 -2.327841 -0.01 0.00 0.00 0.31
H 2.132005 8.611410 0.641581 0.03 0.03 0.00 0.43
H 2.452819 7.079418 1.472758 0.01 -0.02 0.02 0.33
H 0.792027 7.680588 1.340285 -0.01 0.01 0.01 0.09
H -2.665298 7.847872 -0.406423 0.00 0.03 0.00 0.34
H -4.204959 7.204695 0.183549 -0.05 0.00 0.00 0.51
H -3.180930 6.243588 -0.918601 0.03 0.01 -0.02 0.25
H -1.996474 8.233553 2.036033 0.00 0.02 -0.01 0.42
H -2.005319 6.872772 3.165437 0.03 -0.01 0.01 0.36
H -3.536908 7.541006 2.568343 -0.03 0.01 0.02 0.42
H -3.027101 4.294438 0.698941 -0.03 -0.06 -0.05 -0.22
H -4.159514 5.159004 1.749687 -0.05 -0.01 0.03 0.72
H -2.606804 4.600268 2.397398 0.02 -0.01 0.02 0.09
```
Positions in Å, forces in eV/Å.